# 1
This record from OMol25 describes a molecular structure, C19H23Cl2InNS. The level of theory is wB97M-V/def2-TZVPD.

Calculated values
Net charge: -1
E_tot, Eh: -2301.09140
Energy above the lowest of the compared OMol25 structures with the same formula, charge and spin, kJ/mol: 418.41
HOMO-LUMO gap, Ha: 0.119
E_HOMO, eV: -1.44

Structure (XYZ):
```
47
C19H23Cl2InNS (wB97M-V/def2-TZVPD)
S -0.8529 -0.3879 1.6466
H 0.9710 1.4338 -3.9061
H -1.8549 -1.0071 -4.3731
C -1.5787 1.0890 -3.8753
H -2.3396 -2.3607 3.1941
H 3.0563 0.6911 -2.9418
C -1.2915 -2.3799 3.5579
C -0.3649 -1.5225 2.9579
C -0.4469 -0.1095 -5.6936
H -2.6043 0.1427 -5.5559
H 2.4183 -2.3997 4.7485
H 0.1096 4.4096 4.4785
C 0.6273 -0.5273 -4.6895
H -2.6082 1.3236 -3.4992
H -1.1922 0.7206 -1.8534
In 1.0244 -0.2546 -1.3273
H -0.2526 0.8838 -6.1397
C 0.8549 3.0301 2.9776
H 1.6823 -0.8753 2.9058
H -1.6281 -3.9290 5.0420
H -2.0377 3.1646 4.7924
C -0.5503 0.6584 -2.8289
H 1.7984 3.5802 2.8127
C 2.2794 -0.1032 -2.9982
C -1.2867 2.7915 4.0698
H 1.6428 -0.3458 -5.1420
C -0.0924 3.4925 3.8930
C -0.5503 1.1494 2.4571
C -0.9102 -3.2408 4.5674
H 0.6669 -1.6268 0.6455
H 1.3295 1.5060 1.5178
N 0.3405 -0.6584 0.5298
H -1.1258 2.0407 -4.2567
C 0.4439 -3.2552 5.0134
C 1.3455 -2.3930 4.4054
Cl 0.7411 -2.7116 -1.9590
H -2.4594 1.0741 3.4706
Cl 2.0972 1.9546 -0.7214
C 0.8020 0.3815 -3.4517
H 0.5519 -1.5875 -4.4132
C 0.6183 1.8615 2.2700
H 0.7450 -3.9350 5.8149
C -1.5326 1.6306 3.3517
H 2.7571 -1.0106 -3.4738
H -0.5555 -0.8185 -6.5369
C -1.7574 -0.0266 -4.8842
C 0.9693 -1.5438 3.4001
```

# 2
This record from OMol25 describes a molecular structure, C19H23Cl5NPZr. The level of theory is wB97M-V/def2-TZVPD.

Calculated values
Net charge: +2
E_tot, Eh: -3481.19023
HOMO-LUMO gap (spin up / spin down), Ha: 0.143 / 0.143
E_HOMO (spin up / spin down), eV: -13.18 / -13.18

Structure (XYZ):
```
50
C19H23Cl5NPZr (wB97M-V/def2-TZVPD)
C 0.9110 2.8080 -2.7024
C 0.8737 -0.5030 0.6026
H 1.8869 0.2999 -2.8527
C -3.6487 2.5331 3.0842
N 2.1475 2.2985 -2.1632
Cl -5.9848 1.9059 4.3243
P -0.9994 -2.5045 -0.8039
C 2.6582 -2.1509 0.8294
C 2.4206 2.6068 -0.7742
C -3.0344 -0.1308 2.5849
H -0.1919 -3.2494 1.3921
H 0.4160 2.0962 -0.0258
C 1.8380 0.5265 0.5668
C 0.3162 -2.9828 0.4504
Cl -5.3420 -1.0947 3.6694
C 3.5888 -1.1242 0.9245
C -2.5092 2.2158 2.3236
Cl -1.5263 3.4492 1.6231
H 2.9505 -3.2042 0.8591
H 3.4693 2.3349 -0.6005
C -4.2416 0.1553 3.2318
C 1.3084 -1.8488 0.6472
H 0.7735 -3.8977 0.0410
H 3.9214 1.0079 0.8789
H -1.7125 0.8556 -1.0471
H -0.6032 -2.2208 -3.1468
C -4.5514 1.5139 3.4864
C 2.6636 1.0836 -2.7393
Cl -3.9251 4.1500 3.5500
H 0.9018 -1.9604 -2.2203
Zr -1.2820 -0.2988 0.4290
H 0.8186 3.8653 -2.3970
H 0.3128 -3.6277 -2.5052
H -1.6819 1.3528 -0.4587
Cl -2.5190 -1.8377 2.1512
H -2.4528 -4.2203 0.1079
H 2.3476 3.7050 -0.6901
H -1.5115 -4.8228 -1.3076
C -2.0626 -3.9638 -0.8892
C 0.0057 -2.5900 -2.3112
H -2.9119 -3.7312 -1.5530
C 1.4695 1.9502 0.2820
C 3.1872 0.2036 0.7947
H 3.0498 1.2964 -3.7546
H 3.4754 0.6799 -2.1170
H 0.0220 2.2667 -2.3174
H 4.6426 -1.3562 1.0724
H 0.9462 2.7387 -3.8075
C -2.1946 0.8670 2.0699
H 1.5643 2.5539 1.2076
```

# 3
This record from OMol25 describes a single C19H23ClN2O3S molecule. The level of theory is wB97M-V/def2-TZVPD.

Calculated values
Net charge: 0
E_tot, Eh: -1931.36238
Energy above the lowest of the compared OMol25 structures with the same formula, charge and spin, kJ/mol: 272.22
HOMO-LUMO gap, Ha: 0.314
E_HOMO, eV: -8.03

Structure (XYZ):
```
49
C19H23ClN2O3S (wB97M-V/def2-TZVPD)
C -2.9843 2.7232 1.2582
H -4.2068 0.8044 -0.3840
H 2.5665 -3.1533 1.4236
C -2.3591 1.4838 0.5347
Cl 3.6417 1.4939 2.3516
H -3.9813 2.4969 1.6442
C 2.1514 -2.2404 1.8119
C -0.1937 1.0591 -0.8119
C -1.6879 0.3699 2.8081
H -2.7316 0.2086 -1.2208
C 0.7037 -0.0030 -0.9639
H -2.7163 0.2565 3.1699
H -2.3452 3.0796 2.0752
H -0.2317 2.2093 -4.0035
H -1.3109 1.3055 3.1827
H 0.9723 1.1941 3.2898
C -1.6996 0.3416 1.2974
N -0.8549 -0.7411 3.3464
H 0.8637 -4.9284 1.6733
H 1.9837 -1.0893 -2.3111
H -1.7997 -0.6570 0.8273
H 3.7477 -0.4039 -5.2605
C -0.8242 1.3654 0.5126
C -0.4854 1.8807 -1.8991
H -0.2904 2.1487 1.0762
H -1.1822 2.7462 -1.8374
H 0.4144 -3.8365 0.3480
C 1.2792 -0.2381 -2.2303
C 2.5614 0.1033 2.3116
H 3.4758 1.0952 -4.5802
N 3.2550 0.1179 -4.5512
C 0.0342 1.5773 -3.1748
C 0.8499 -2.1283 2.3205
C 1.3058 0.2215 2.9011
H -3.0332 3.6026 0.5812
H -0.8384 -4.7560 1.1189
H -1.3236 -1.6271 3.4085
O 1.4070 -1.3679 -5.3211
C -3.1697 1.0593 -0.7080
S 1.6218 0.0166 -4.9241
O 1.3972 1.0638 -5.9325
H -3.2200 1.8865 -1.3957
H 3.9878 -1.2341 1.3812
C 0.1028 -4.2219 1.3132
C 0.4721 -0.8967 2.8944
H 0.8927 -0.6101 -0.1011
C 0.8848 0.4892 -3.3405
O -0.0913 -3.1400 2.3032
C 2.9889 -1.1277 1.7869
```

# 4
This record from OMol25 describes a single C19H23ClN4OS molecule. The level of theory is wB97M-V/def2-TZVPD.

Calculated values
Net charge: 0
E_tot, Eh: -1890.45817
Energy above the lowest of the compared OMol25 structures with the same formula, charge and spin, kJ/mol: 29.92
HOMO-LUMO gap, Ha: 0.309
E_HOMO, eV: -8.16

Structure (XYZ):
```
49
C19H23ClN4OS (wB97M-V/def2-TZVPD)
C -5.7451 -2.0078 -0.1891
C -3.7248 1.1473 -0.1135
H 3.9319 0.1928 -2.4374
C -0.1294 0.4411 -0.8359
C 3.1859 -0.9841 1.4946
N -3.8969 2.4412 0.1388
C 2.8525 0.3744 2.1009
C -4.8465 0.2278 -0.0941
N -2.7120 3.0560 0.0573
N 4.4312 -0.9841 0.7375
H 3.3115 -1.3008 -1.6992
Cl -8.3798 -2.5637 -0.0281
H -1.9097 4.6556 1.1228
C -1.3836 -0.0782 -0.7179
H -3.5752 4.8499 0.5192
H 3.3277 -1.6931 2.3161
C -1.7576 2.1647 -0.2511
H 6.5409 -3.4788 -0.1906
C -2.3488 0.8985 -0.3780
H -6.2780 1.7919 0.1406
C -4.6632 -1.1492 -0.2094
C 1.0716 -0.3414 -1.1640
H 2.0659 0.2515 2.8415
S -0.0652 2.1819 -0.5267
C 4.8154 -2.3435 0.3845
H 5.5016 -0.0744 -0.7587
H -3.6699 -1.5556 -0.3071
H 6.2689 -2.0755 -1.2144
H 4.0984 -2.8123 -0.3105
H 2.1959 1.3700 -1.1590
H -5.5999 -3.0731 -0.2781
H -2.1963 4.9625 -0.6040
H -8.2292 0.2627 0.1780
C 6.2239 -2.4389 -0.1909
C -6.1431 0.7262 0.0479
C -2.5853 4.4645 0.2865
H 4.7867 -2.9207 1.3132
N 2.2147 0.3702 -1.2886
H 2.3376 -1.3493 0.8956
H -1.5637 -1.1241 -0.8834
H 3.7309 0.7874 2.5905
C -7.2283 -0.1248 0.0694
H 4.3423 0.9616 0.0575
C -7.0238 -1.4917 -0.0514
C 4.4883 -0.0394 -0.3563
H 2.4990 1.0805 1.3539
H 6.9145 -1.8646 0.4212
C 3.4987 -0.2391 -1.5289
O 1.0196 -1.5518 -1.3011
```